Formula: C47H37NO6OsP2S2
Source: the Open Molecules 2025 dataset
Level of theory: ωB97M-V/def2-TZVPD

Each line ends with the Mulliken spin population.
Element x y z (Å)
1 Os 12.757 11.869 11.975  1.86
2 S 11.782 14.809 13.427  0.06
3 S 12.011 8.600 8.397  0.00
4 P 11.250 12.940 10.642  0.05
5 P 11.893 11.545 14.012  -0.04
6 O 13.818 11.804 10.176  0.23
7 O 10.901 7.726 8.682  0.00
8 O 12.602 9.232 9.959  0.12
9 O 13.525 7.245 10.394  0.04
10 O 11.801 9.858 7.729  0.00
11 O 12.125 16.111 14.072  0.03
12 N 14.110 10.259 12.399  -0.02
13 C 11.166 8.949 13.393  -0.15
14 C 10.455 14.589 10.954  0.07
15 C 13.424 8.428 10.673  0.06
16 C 9.504 14.957 9.984  -0.01
17 C 13.598 12.984 9.284  -0.07
18 C 17.314 12.028 14.608  0.01
19 C 8.933 16.238 10.051  0.00
20 C 10.677 7.669 13.677  0.01
21 C 12.430 13.457 6.745  0.37
22 C 14.266 12.750 7.981  0.37
23 C 9.691 14.761 15.227  0.01
24 C 12.129 13.072 9.141  0.18
25 C 10.664 8.171 16.015  0.00
26 C 11.379 9.841 14.447  -0.02
27 C 8.600 10.154 9.308  -0.01
28 C 7.604 11.421 11.130  0.00
29 C 14.162 8.979 11.816  0.05
30 C 15.759 9.649 15.554  0.36
31 C 14.903 10.497 13.443  -0.02
32 C 10.397 7.302 14.980  0.00
33 C 14.903 11.893 13.972  -0.06
34 C 11.617 13.227 7.842  -0.09
35 C 9.392 12.031 15.269  0.00
36 C 10.537 12.598 14.688  0.03
37 C 9.737 10.978 9.397  0.02
38 C 8.520 12.841 15.996  0.00
39 C 15.476 10.983 16.108  0.04
40 C 9.272 17.088 11.132  0.00
41 C 10.623 13.989 14.537  -0.03
42 C 17.615 12.640 13.447  0.01
43 C 8.649 14.231 15.993  0.00
44 C 13.976 11.188 16.038  0.16
45 C 16.559 13.091 12.537  0.04
46 C 8.777 12.140 11.311  0.02
47 C 15.251 12.863 12.832  0.17
48 C 15.566 9.419 14.163  0.06
49 C 13.779 13.130 6.766  -0.09
50 C 7.531 10.423 10.134  0.00
51 C 10.745 15.396 12.051  -0.03
52 C 13.550 11.942 14.856  -0.07
53 C 15.732 8.230 13.524  0.16
54 C 15.920 12.075 15.080  0.03
55 C 15.046 8.039 12.342  -0.05
56 C 13.413 7.856 7.697  0.00
57 C 10.097 16.641 12.135  0.00
58 C 11.083 9.465 15.768  -0.01
59 C 9.806 11.949 10.356  0.03
60 H 10.536 10.866 8.666  -0.01
61 H 15.906 11.129 17.073  0.00
62 H 16.297 7.375 13.984  0.00
63 H 8.891 12.842 12.148  0.01
64 H 6.599 9.886 10.144  0.00
65 H 18.656 12.772 13.121  0.00
66 H 10.581 7.006 12.830  0.00
67 H 6.748 11.683 11.739  0.00
68 H 7.894 14.858 16.434  0.00
69 H 15.972 8.904 16.265  -0.03
70 H 13.321 10.820 16.865  0.00
71 H 10.540 13.049 7.614  0.03
72 H 9.259 14.229 9.215  0.00
73 H 13.362 13.025 15.061  0.02
74 H 8.534 9.374 8.562  0.00
75 H 7.686 12.415 16.484  0.00
76 H 11.400 9.269 12.351  0.08
77 H 11.953 13.804 5.829  0.01
78 H 15.766 13.044 15.562  0.00
79 H 8.876 18.096 11.244  0.00
80 H 18.139 11.636 15.220  0.00
81 H 14.012 13.792 9.945  0.07
82 H 9.864 15.811 15.167  0.00
83 H 14.278 8.246 8.209  0.00
84 H 14.467 13.291 12.195  -0.03
85 H 10.525 7.846 17.048  0.00
86 H 9.275 10.956 15.206  0.00
87 H 10.020 6.299 15.114  0.00
88 H 13.351 8.143 6.637  0.00
89 H 10.367 17.260 12.970  0.00
90 H 15.278 12.340 8.207  0.00
91 H 13.331 6.764 7.867  0.00
92 H 11.287 10.212 16.583  0.00
93 H 16.828 13.665 11.670  0.00
94 H 8.370 16.599 9.217  0.00
95 H 15.049 7.088 11.767  0.00
96 H 14.421 13.165 5.884  0.00

Atomic forces in eV per Å
Os 1.279 -0.780 -3.485
S 0.366 1.490 -0.125
S -1.685 1.390 0.919
P -0.979 1.095 0.252
P -1.602 -0.811 -0.130
O -0.626 0.928 0.669
O 1.545 0.782 -0.221
O 0.496 -0.576 -0.137
O 0.106 1.072 0.245
O 0.478 -1.259 0.110
O 0.285 -0.771 0.259
N 0.825 -1.570 -0.376
C 0.222 0.119 -0.164
C 0.192 -0.862 0.005
C -1.953 -1.023 -1.732
C 0.309 1.023 0.701
C -0.434 -1.511 1.512
C 1.616 0.421 -0.727
C 1.225 -0.360 0.576
C 0.419 0.907 -0.784
C -0.629 0.381 -1.436
C 2.264 0.105 1.015
C 0.232 0.251 -0.058
C -0.311 0.712 -2.894
C -0.330 0.197 1.270
C 0.022 0.569 -0.113
C 0.036 0.554 0.012
C 0.680 0.306 -0.098
C 1.410 1.377 2.017
C -0.705 0.550 -1.132
C -0.071 -1.560 -0.494
C 0.228 -0.503 -0.883
C -0.373 0.696 0.328
C -1.306 -0.583 1.966
C 0.902 0.360 0.661
C 0.600 -0.222 -0.531
C -0.408 -0.665 -0.861
C 0.159 0.526 -1.007
C -0.408 1.874 -1.505
C -0.463 -0.409 -0.524
C -1.219 -0.381 0.661
C 0.349 -0.763 -0.214
C 0.891 -0.831 -0.995
C -0.015 0.287 0.872
C -1.430 -0.011 1.195
C -0.317 -0.543 -0.550
C 0.467 -0.036 0.020
C -0.628 2.159 1.016
C 1.004 -0.142 0.924
C -0.279 0.550 1.139
C -1.268 -0.659 -0.604
C 0.787 0.338 1.157
C 0.400 -2.366 -0.219
C -0.256 -1.017 1.034
C -0.180 -0.895 -0.966
C -0.153 -1.310 -0.229
C 1.129 -0.601 0.540
C 1.091 0.724 0.109
C -0.473 0.206 1.668
H -0.406 0.125 0.488
H 0.032 -0.021 0.874
H -0.612 1.032 -0.468
H -0.158 -0.165 -0.516
H -0.074 -0.384 -0.551
H -0.497 -0.201 0.214
H -0.310 -0.294 0.162
H -0.064 -0.374 0.067
H 0.120 0.170 0.348
H 0.358 -1.203 0.383
H 0.477 0.290 -0.996
H 0.784 0.660 0.486
H -0.042 0.433 -0.075
H 0.125 -0.546 0.388
H 0.098 -0.003 -0.001
H -0.766 -0.551 0.453
H -0.364 -0.369 0.867
H 0.145 -0.263 0.117
H -0.151 0.203 -0.068
H -0.061 -0.256 -0.345
H -0.587 0.287 -0.040
H 0.054 0.095 -1.095
H -0.268 0.805 -0.053
H 0.324 0.189 -0.212
H 0.186 0.094 0.020
H -0.108 0.103 -0.306
H -0.201 0.171 0.289
H -0.008 -0.029 0.463
H 0.216 -0.161 0.353
H -0.106 0.312 0.238
H -0.627 0.417 -0.926
H 0.146 0.678 -0.245
H -0.516 -1.056 -0.715
H -0.011 0.213 -0.209
H -0.608 0.124 -0.121
H 0.325 0.750 0.864
H -0.355 -0.206 0.210

Summary:
total charge	+2
E_HOMO (alpha / beta)	-11.7884 / -12.6866	eV
energy above the lowest of the compared OMol25 structures with the same formula, charge and spin	84.4	kcal/mol
multiplicity	5